(1)
A cluster of 21 separate species, C21H62N4O20 in total in a non-equilibrium geometry. Source: the OMol25 dataset; level of theory: wB97M-V/def2-TZVPD.

Atoms and positions in Å:
N: 4.10215 1.87758 3.35858
N: -0.16294 0.60762 2.08487
N: -0.93387 0.12289 1.06331
C: 3.50863 1.43702 2.29536
C: 2.05502 1.47544 2.55243
C: 1.84165 2.06718 3.77170
C: 1.06225 0.90514 1.66107
C: -2.22611 -0.03247 1.09637
C: 5.45386 -0.19391 -1.23761
C: -6.63305 0.31825 -3.81314
C: 5.72884 1.09698 -0.81618
C: 4.61330 -1.03109 -0.43376
C: -6.77303 0.42682 -2.45932
C: -5.34563 0.28876 -4.38218
C: 5.04751 1.71598 0.30800
C: 4.08549 -0.48115 0.74138
C: -5.71535 0.47423 -1.53531
C: -4.25057 0.26932 -3.46137
C: 4.22811 0.89128 1.11558
C: -4.44551 0.44696 -2.08418
N: 3.13870 2.36137 4.20193
C: -3.00704 0.22579 2.40067
C: -2.38598 -1.58347 -0.83471
C: -3.26941 0.72652 -1.12740
C: -2.99560 -0.43018 -0.13412
H: 0.85825 2.32008 4.15824
H: 1.38385 0.60660 0.72459
H: 5.93716 -0.60557 -2.16502
H: -7.56254 0.12263 -4.38933
H: 6.39514 1.72866 -1.42753
H: 4.40647 -2.08872 -0.64102
H: -7.78560 0.40580 -2.01457
H: -5.16474 0.19636 -5.44580
H: 5.08858 2.78265 0.50707
H: 3.47055 -1.04845 1.37930
H: -5.85178 0.48615 -0.51038
H: -3.24221 0.14887 -3.93719
H: 3.39817 2.89779 5.04613
H: -2.32631 0.02647 3.18402
H: -3.28662 1.27716 2.49523
H: -3.91566 -0.34011 2.51423
H: -2.95507 -1.94067 -1.72195
H: -1.45634 -1.14366 -1.20879
H: -2.27516 -2.34690 -0.11041
H: -3.65836 1.58597 -0.50066
H: -2.32968 1.00978 -1.62656
H: -4.05909 -0.70029 0.13732
O: -3.67280 0.21926 -7.66368
H: -3.67691 1.09548 -7.15774
H: -4.54548 0.14367 -8.17012
O: -6.94025 0.07901 1.71409
H: -7.94995 0.01493 1.72631
H: -6.56451 -0.80387 2.03518
O: -10.13808 -0.20228 -0.74297
H: -9.85957 -0.80851 -1.50368
H: -10.81846 0.45697 -1.09826
O: 5.07730 1.08637 -4.28649
H: 4.33362 0.52218 -4.67687
H: 4.66276 1.91078 -3.87143
O: -5.72333 2.94719 2.58883
H: -6.01138 2.04593 2.23031
H: -6.41675 3.25661 3.25756
O: -3.97379 -0.99598 4.91692
H: -3.19140 -1.42951 4.44398
H: -3.73916 -0.02735 5.09142
O: -0.04703 -0.36921 -3.40075
H: -0.40318 0.55717 -3.20393
H: 0.02007 -0.47430 -4.40485
O: 2.27811 -0.48145 -2.04016
H: 1.42565 -0.37746 -2.57518
H: 2.80421 0.37959 -2.11502
O: -0.20601 -3.14732 -2.75683
H: -0.17086 -2.13746 -2.70471
H: -0.60540 -3.40306 -3.65061
O: 4.72047 -3.09354 2.93520
H: 5.17762 -3.49054 2.12454
H: 3.73468 -3.31501 2.88111
O: 5.34358 -0.63560 4.10464
H: 4.76348 0.16911 3.90541
H: 4.99574 -1.41658 3.56349
O: -1.52220 -2.46140 4.56367
H: -1.16781 -1.64474 5.04454
H: -1.48916 -3.24362 5.20462
O: 8.92436 1.49274 -1.73010
H: 8.80132 1.82071 -0.78086
H: 8.66439 2.24188 -2.35856
O: 2.13207 -3.12520 3.02128
H: 1.45231 -2.76437 3.67815
H: 1.81015 -2.91261 2.08590
O: 1.02009 -2.31292 0.58494
H: 0.68516 -1.36717 0.45404
H: 1.43945 -2.62165 -0.28257
O: 6.36454 -1.15971 -4.72131
H: 5.89931 -0.28463 -4.51747
H: 7.31016 -1.10423 -4.36566
O: 3.83307 -2.38138 -3.25365
H: 4.47351 -2.05368 -3.96514
H: 3.22740 -1.61271 -2.99662
O: 4.29046 3.19369 6.76654
H: 3.98935 3.87049 7.45576
H: 5.23311 2.90722 6.99701
O: 0.49768 -0.46024 4.71472
H: 0.25329 0.26022 5.38179
H: 0.30026 -0.11009 3.78618
O: -0.75228 2.48461 -3.45635
H: -1.43422 3.15257 -3.12085
H: -0.70920 2.55761 -4.46460

Calculated total energy (eV): -69690.0104
2S+1: 1
HOMO level (Eh): -0.3127
LUMO energy (eV): -0.69
Net charge: 0

***

(2)
A structure of composition C26H39N11OSTi in a non-equilibrium geometry. Source: the OMol25 dataset; level of theory: wB97M-V/def2-TZVPD.

Atoms and positions in Å:
Ti: -0.75288 0.15922 -1.25122
N: -3.97267 -1.11809 -1.18765
C: -3.30216 -1.10940 -2.39119
N: -3.72912 -1.63654 -3.50996
N: -2.72255 -1.36320 -4.40413
N: -1.77044 -0.72018 -3.84450
N: -2.10866 -0.53122 -2.52654
C: -3.45591 -0.56796 -0.03469
N: -4.12232 -0.45277 1.08167
N: -3.23144 0.14906 1.93926
N: -2.12016 0.37619 1.37128
N: -2.20649 -0.07803 0.06479
H: -4.88916 -1.53256 -1.14680
C: 4.73784 1.77838 3.02521
C: 3.57326 0.87029 3.44593
C: 4.13203 -0.47985 3.88822
C: 2.81754 1.50982 4.62053
C: 2.60915 0.73283 2.27570
C: 2.00697 1.85760 1.72311
C: 1.12648 1.72041 0.67445
N: 0.80756 0.53671 0.14196
C: 1.37926 -0.55842 0.66123
C: 2.27741 -0.49491 1.70444
C: 0.99922 -1.85388 -0.00571
C: 1.51981 -3.06549 0.36301
C: 1.14883 -4.23563 -0.31815
C: 0.26163 -4.09511 -1.36965
C: -0.22841 -2.84239 -1.69603
N: 0.12257 -1.74273 -1.02427
C: 1.73239 -5.57318 0.11156
C: 1.36435 -5.81728 1.58279
C: 3.26040 -5.51086 -0.03736
C: 1.19743 -6.72602 -0.73391
H: 5.44594 1.86613 3.85046
H: 4.40107 2.78464 2.77191
H: 5.27109 1.37072 2.16419
H: 4.81619 -0.32759 4.72326
H: 4.69603 -0.97183 3.09182
H: 3.34689 -1.15767 4.23180
H: 3.48793 1.60339 5.47619
H: 1.96249 0.90260 4.92308
H: 2.45304 2.50839 4.37520
H: 2.21133 2.84823 2.10375
H: 0.65389 2.58537 0.23142
H: 2.71704 -1.40170 2.08724
H: 2.22207 -3.12482 1.18048
H: -0.06701 -4.94144 -1.95319
H: -0.91544 -2.70030 -2.51842
H: 1.78253 -5.05640 2.24395
H: 1.76209 -6.78236 1.90009
H: 0.28229 -5.83471 1.72516
H: 3.70660 -4.75778 0.61487
H: 3.55312 -5.28850 -1.06519
H: 3.68916 -6.47664 0.23393
H: 0.11332 -6.82704 -0.65095
H: 1.64024 -7.65908 -0.38515
H: 1.45636 -6.61731 -1.78913
C: -1.97162 7.07072 -0.91392
C: -1.98747 5.65783 -0.34399
C: -1.56325 4.64117 -1.40453
S: -2.00938 2.99057 -0.89143
O: -1.02736 2.06870 -1.70064
C: -3.62268 2.77200 -1.65691
C: -3.62534 2.50893 -3.16758
C: -3.77200 3.75487 -4.03617
H: -2.28779 7.79425 -0.16366
H: -2.64488 7.15946 -1.76862
H: -0.97156 7.35199 -1.24917
H: -2.98774 5.42144 0.03199
H: -1.31903 5.58105 0.51563
H: -0.48156 4.59818 -1.54256
H: -2.02717 4.84534 -2.36906
H: -4.14953 3.69223 -1.38386
H: -4.08047 1.96054 -1.08998
H: -4.45511 1.82452 -3.35336
H: -2.72999 1.95968 -3.44898
H: -4.56553 4.41263 -3.67408
H: -4.02267 3.47114 -5.05762
H: -2.84785 4.33366 -4.09164

Calculated total energy (eV): -79980.6295
2S+1: 2
HOMO level (spin up / spin down) (Eh): -0.4098 / -0.4098
LUMO energy (spin up / spin down) (eV): -3.70 / -3.68
Net charge: +1
Expectation value of S²: 0.753

***

(3)
The molecule C27H27N3O4S. Source: the OMol25 dataset; level of theory: wB97M-V/def2-TZVPD.

Atoms and positions in Å:
O: 1.45144 2.14348 1.89553
C: 1.55964 1.45882 0.89510
N: 2.74228 1.19621 0.30695
C: 4.00590 1.61351 0.86455
C: 4.93968 0.40461 0.96517
N: 5.03436 -0.24152 -0.33799
C: 6.01832 0.37621 -1.21756
C: 7.38048 -0.28465 -0.90729
C: 7.00785 -1.60465 -0.21448
C: 5.46906 -1.62858 -0.28358
C: 0.35811 0.85755 0.22588
C: 0.32355 0.49103 -1.11794
C: -0.83645 -0.04875 -1.64147
C: -1.95857 -0.19678 -0.84982
C: -1.95555 0.17973 0.48926
C: -0.77803 0.70987 1.01066
N: -3.10451 0.11548 1.29224
C: -3.56241 1.40201 1.83223
C: -4.03079 2.26585 0.69240
C: -3.14656 3.11931 0.04556
C: -3.56078 3.84547 -1.05682
C: -4.85853 3.71981 -1.52209
C: -5.74330 2.87108 -0.87952
C: -5.33093 2.14386 0.22166
C: -3.91184 -0.96884 1.46729
O: -4.90701 -0.92622 2.16104
C: -3.46919 -2.27425 0.88486
C: -3.34382 -3.37594 1.72661
C: -3.04060 -4.62109 1.20336
C: -2.88210 -4.79095 -0.16404
C: -3.02382 -3.70469 -1.01131
C: -3.32227 -2.46606 -0.48014
S: -3.40432 -1.01444 -1.52198
O: -3.13574 -1.38170 -2.88545
O: -4.59129 -0.26135 -1.24008
H: 2.82677 0.52235 -0.43934
H: 4.44745 2.38502 0.22397
H: 3.81418 2.04446 1.84931
H: 5.91339 0.72708 1.35967
H: 4.50492 -0.31022 1.66782
H: 6.03708 1.45681 -1.08781
H: 5.72316 0.15733 -2.24764
H: 7.94946 -0.44796 -1.82027
H: 7.97596 0.34886 -0.25055
H: 7.44205 -2.47059 -0.70928
H: 7.33751 -1.60635 0.82443
H: 5.01032 -2.15398 0.55321
H: 5.14639 -2.10787 -1.21292
H: 1.17761 0.64252 -1.75952
H: -0.90889 -0.35143 -2.67453
H: -0.71885 1.01737 2.04420
H: -4.38229 1.17507 2.51608
H: -2.74506 1.87699 2.37809
H: -2.13088 3.21660 0.40447
H: -2.86684 4.50669 -1.55560
H: -5.17841 4.28236 -2.38709
H: -6.75425 2.76695 -1.24320
H: -6.01214 1.46653 0.71288
H: -3.49012 -3.24365 2.78779
H: -2.93735 -5.46712 1.86602
H: -2.65588 -5.76599 -0.56770
H: -2.91751 -3.79128 -2.08130

Calculated total energy (eV): -51933.2595
2S+1: 1
SMILES string: O=C(NCCN1CCCC1)c1ccc2c(c1)N(Cc1ccccc1)C(=O)c1ccccc1S2(=O)=O
HOMO level (Eh): -0.3277
Relative energy (zero: lowest compared OMol25 entry of this formula, charge and spin) (eV): 1.348
LUMO energy (eV): -0.16
Net charge: 0

***

(4)
The molecule C7H11PSi in a non-equilibrium geometry. Source: the OMol25 dataset; level of theory: wB97M-V/def2-TZVPD.

Atoms and positions in Å:
C: 2.03182 -1.74745 0.42038
Si: 1.42029 -0.22460 -0.67531
P: 2.57449 1.44632 0.22263
C: -0.35475 0.03602 -0.21820
C: -1.22065 -0.33928 -1.13771
C: -2.61761 -0.04946 -0.95243
C: -3.01981 0.58693 0.17730
C: -2.12316 0.87804 1.23841
C: -0.79706 0.66176 1.00469
H: 3.05831 -1.60465 0.42596
H: 1.70558 -1.55711 1.40969
H: 1.70634 -2.85961 0.16912
H: 1.81707 -0.09576 -2.23323
H: 2.86513 1.91758 -1.03638
H: 3.76683 0.81257 0.68424
H: -0.71913 -0.65644 -1.99144
H: -3.35237 -0.24631 -1.73997
H: -4.08944 0.77638 0.50511
H: -2.64442 1.32162 2.06097
H: -0.00746 0.94346 1.66616

Calculated total energy (eV): -24602.1733
2S+1: 1
SMILES string: C[Si@H](P)c1ccccc1
HOMO level (Eh): -0.3306
Relative energy (zero: lowest compared OMol25 entry of this formula, charge and spin) (eV): 1.427
LUMO energy (eV): 0.94
Net charge: 0

***

(5)
A cluster of 2 separate species, H3INP in total in a non-equilibrium geometry. Source: the OMol25 dataset; level of theory: wB97M-V/def2-TZVPD.

Atoms and positions in Å:
H: 2.18228 -0.93892 -0.88872
N: 1.49245 -0.77656 -0.14857
P: 2.00324 0.12481 0.97771
H: 3.19962 0.79335 0.47855
I: -4.80735 -0.23273 0.07391
H: -4.07025 1.03005 -0.49290

Calculated total energy (eV): -18926.5222
2S+1: 1
SMILES string: [H]/N=P\[H].I
HOMO level (Eh): -0.3601
Relative energy (zero: lowest compared OMol25 entry of this formula, charge and spin) (eV): 1.880
LUMO energy (eV): -0.34
Net charge: 0

***

(6)
A cluster of 10 separate species, C29H66N10O9 in total in a non-equilibrium geometry. Source: the OMol25 dataset; level of theory: wB97M-V/def2-TZVPD.

Atoms and positions in Å:
C: 4.29137 0.52057 -3.12479
N: 4.67348 -0.53398 -2.20501
C: 6.01366 -0.87843 -2.07671
C: 6.17199 -2.04218 -1.10622
O: 6.89785 -0.20858 -2.60229
H: 4.77216 1.47824 -2.97043
H: 3.24197 0.58812 -2.96803
H: 4.48354 0.23897 -4.16693
H: 3.85989 -1.06984 -1.92374
H: 6.90400 -1.85862 -0.32838
H: 6.56916 -2.89563 -1.68857
H: 5.20522 -2.33234 -0.71966
C: -4.54456 -5.07906 1.46142
N: -4.82707 -3.82280 0.83833
C: -4.86371 -3.65273 -0.48450
C: -5.48926 -2.27747 -0.88746
O: -4.52245 -4.53281 -1.24513
H: -3.98775 -4.95276 2.39917
H: -3.90785 -5.66678 0.82175
H: -5.42248 -5.70811 1.71182
H: -5.18889 -3.11888 1.43118
H: -5.03482 -1.40555 -0.43061
H: -6.49158 -2.34608 -0.41734
H: -5.54515 -2.14855 -1.99204
C: 3.67485 1.63347 4.60657
N: 4.57157 1.14600 3.62360
C: 4.47940 1.43182 2.34952
C: 5.57810 0.87640 1.41142
O: 3.53020 2.09561 1.91605
H: 3.05303 2.28273 4.07458
H: 4.19757 2.19513 5.35174
H: 2.98376 0.96807 5.07566
H: 5.33714 0.57004 3.95062
H: 6.59996 0.98305 1.78298
H: 5.51894 1.39742 0.50377
H: 5.23030 -0.14294 1.20387
C: -5.78230 -0.10879 3.59986
N: -4.49663 0.19374 2.95718
C: -3.57909 -0.78084 2.92768
C: -2.15350 -0.34644 2.54346
O: -3.83751 -1.97361 3.24260
H: -6.47511 -0.74715 3.00885
H: -6.27305 0.80463 3.78058
H: -5.57390 -0.55709 4.60927
H: -4.41156 1.12501 2.60808
H: -1.45207 -0.68871 3.31954
H: -2.12650 0.72091 2.48476
H: -1.91237 -0.74230 1.54231
C: -0.01015 -5.13768 -2.17756
N: 1.30034 -4.44558 -1.76180
C: 1.69821 -3.21926 -2.15179
C: 0.78010 -2.44172 -3.09613
O: 2.70096 -2.72709 -1.64800
H: -0.87462 -4.76391 -1.59695
H: 0.17734 -6.18219 -1.98128
H: -0.29432 -4.97117 -3.28376
H: 1.99725 -4.98142 -1.18981
H: 0.67712 -2.96670 -4.04701
H: 1.27850 -1.48803 -3.28721
H: -0.16850 -2.28842 -2.60466
C: 1.63362 5.25530 2.50669
N: 2.34627 4.59958 1.37614
C: 2.51838 5.18878 0.19462
C: 3.34896 4.34174 -0.77738
O: 2.02381 6.28368 -0.03253
H: 0.55321 5.36722 2.38602
H: 2.13539 6.25463 2.55947
H: 1.88861 4.66139 3.43749
H: 2.81069 3.72176 1.54783
H: 3.33056 3.29374 -0.45355
H: 4.36141 4.69311 -0.62165
H: 2.98119 4.49646 -1.75322
C: 0.83047 1.68214 -1.07253
N: -0.31963 0.78386 -1.19879
C: -1.50768 1.11523 -1.76781
C: -2.57555 0.10868 -1.60813
O: -1.65260 2.21099 -2.35711
H: 0.73166 2.56334 -0.41962
H: 1.17593 2.04506 -2.03919
H: 1.63552 1.08321 -0.69995
H: -0.16360 -0.10111 -0.70395
H: -3.18350 0.49185 -0.80826
H: -2.25729 -0.91523 -1.27725
H: -3.13165 0.13899 -2.50036
C: 2.38645 -1.59027 1.35507
N: 1.35034 -2.55904 1.62072
C: 0.22228 -2.64093 0.86332
C: -0.84712 -3.74698 1.18486
O: -0.06246 -1.84001 -0.02998
H: 2.97332 -1.98638 0.46624
H: 3.06183 -1.56794 2.23052
H: 1.98413 -0.58896 1.18554
H: 1.46945 -3.24687 2.32443
H: -1.57691 -3.25961 1.89066
H: -0.46115 -4.62974 1.63991
H: -1.33765 -4.06152 0.30424
C: -1.34113 3.48149 0.98800
N: -2.41307 3.39326 0.07992
C: -3.63634 2.98113 0.38534
C: -4.65964 2.94419 -0.77659
O: -4.03581 2.83329 1.53327
H: -1.50127 4.15951 1.83184
H: -0.55892 3.89904 0.36770
H: -0.89459 2.51811 1.32955
H: -2.10337 3.44937 -0.86971
H: -5.37867 2.10800 -0.59575
H: -4.10059 2.67003 -1.61970
H: -5.22438 3.86859 -0.98059
C: -2.20467 2.24496 -5.33845
C: -1.55501 1.02177 -4.98228
N: -1.12033 0.00643 -4.68797
H: -3.02702 2.01217 -6.08055
H: -1.55595 2.90373 -5.98460
H: -2.56810 2.84106 -4.52640

Calculated total energy (eV): -64475.5797
2S+1: 1
SMILES string: CNC(C)=O.CNC(C)=O.CNC(C)=O.CNC(C)=O.CNC(C)=O.CNC(C)=O.CNC(C)=O.CNC(C)=O.CNC(C)=O.CC#N
HOMO level (Eh): -0.3352
Relative energy (zero: lowest compared OMol25 entry of this formula, charge and spin) (eV): 0.000
LUMO energy (eV): 0.13
Net charge: 0